# 1
C23H33F15GaN2O11 | ωB97M-V/def2-TZVPD

XYZ file:
```
85
Properties=species:S:1:pos:R:3:forces:R:3
C -0.786145 -1.037728 -3.817073 0.49 0.25 0.24
N -1.241983 0.266823 -3.352322 -0.09 -0.14 0.57
C -2.643688 0.272303 -2.892796 -0.72 0.14 -0.76
Ga -4.031221 0.031278 -4.380697 1.13 -0.04 -0.34
O -5.721325 -0.420439 -3.454176 -0.09 1.27 -0.17
C -5.848522 -1.642442 -3.332377 0.02 -2.46 0.21
N -5.902287 -2.812634 -3.236864 -0.27 0.97 0.07
H -1.468900 -1.827619 -3.530888 -0.39 -0.03 0.01
H 0.159332 -1.271890 -3.324890 0.19 -0.09 -0.19
H -0.656093 -1.100111 -4.895003 0.00 -0.03 -0.22
H -1.071976 0.995312 -4.024147 -0.10 -0.03 -0.28
H -2.865515 1.205516 -2.378826 0.19 0.11 0.28
H -2.774732 -0.542837 -2.189652 0.08 -0.08 0.34
H -3.683852 -1.286419 -5.237003 -0.22 0.09 0.03
H -4.204318 1.319440 -5.310258 -0.29 0.03 0.17
C 4.224453 1.227448 -0.729345 -0.37 0.14 0.01
C 4.088770 -0.175654 -0.179968 0.52 0.17 -0.13
O 2.794396 -0.382504 0.407427 -0.09 -0.10 0.21
C 1.813834 -0.668758 -0.446838 0.43 0.06 0.13
O 1.926963 -0.764675 -1.627220 -0.23 -0.12 -0.19
C 0.512371 -0.901842 0.340399 -0.73 0.06 0.26
F 0.338425 0.032153 1.288818 0.21 0.14 0.03
F 0.548308 -2.089361 0.972760 0.28 -0.14 -0.06
F -0.550797 -0.886714 -0.434143 0.11 -0.04 -0.29
H 4.004210 1.963245 0.045194 0.07 -0.04 0.06
H 5.231607 1.395759 -1.096382 0.06 -0.01 0.07
H 3.523722 1.396531 -1.546952 0.04 -0.07 -0.05
H 4.807258 -0.337737 0.621495 -0.16 -0.03 0.14
H 4.278774 -0.925613 -0.947024 -0.19 -0.01 -0.05
C -1.063632 -2.737227 3.929461 -0.11 -0.24 -0.22
C -1.196408 -3.518193 5.218700 0.29 0.67 0.01
O -2.098041 -4.631742 5.062826 -0.14 -0.11 0.17
C -1.585781 -5.722149 4.516225 0.10 0.46 0.19
O -0.461357 -5.871254 4.147770 0.17 -0.28 -0.12
C -2.655075 -6.822567 4.467847 -0.29 -0.24 -0.19
F -3.825265 -6.353016 4.035089 -0.05 0.08 0.00
F -2.846402 -7.334951 5.694137 0.06 0.03 0.14
F -2.284969 -7.812320 3.665377 0.14 -0.05 -0.04
H -2.044307 -2.424403 3.570794 0.00 0.09 0.08
H -0.444554 -1.853816 4.080674 0.00 0.00 0.04
H -0.612140 -3.343891 3.146067 0.10 0.01 0.04
H -1.629894 -2.884021 5.990241 -0.22 -0.19 0.03
H -0.227665 -3.861005 5.581565 -0.04 -0.22 -0.09
C -7.388445 4.026481 -7.082395 0.13 0.16 0.26
C -6.390028 4.260687 -8.194925 -0.47 -0.37 -0.15
O -5.517123 5.364735 -7.889171 0.10 0.23 -0.13
C -4.500782 5.069488 -7.083127 -0.44 -0.19 -0.30
O -4.272324 4.003137 -6.612476 0.39 -0.05 0.26
C -3.624936 6.313168 -6.878893 0.17 0.29 0.17
F -4.364636 7.405297 -6.643405 -0.08 0.02 -0.02
F -2.887927 6.552155 -7.973972 -0.01 -0.05 -0.14
F -2.796849 6.154886 -5.856253 0.04 -0.11 0.08
H -7.945485 4.940975 -6.872048 -0.06 -0.01 -0.10
H -8.089428 3.240998 -7.361419 0.02 -0.01 -0.03
H -6.886224 3.728036 -6.162902 0.02 -0.12 -0.05
H -6.903522 4.537184 -9.114099 0.10 0.21 0.00
H -5.805403 3.364968 -8.399839 0.15 0.06 0.14
C 10.452300 4.402138 -2.548090 -0.03 -0.30 0.02
C 9.092323 4.847392 -3.041260 0.37 0.44 0.14
O 8.377831 3.757160 -3.649286 -0.12 -0.04 -0.16
C 7.754775 2.937372 -2.816305 0.22 0.41 -0.06
O 7.734679 3.019442 -1.626391 -0.13 -0.19 0.25
C 7.002372 1.863867 -3.612956 -0.22 -0.43 -0.30
F 7.755972 1.359947 -4.594931 0.15 0.03 0.01
F 5.903823 2.379044 -4.169148 -0.06 0.19 0.04
F 6.633922 0.861243 -2.822610 0.12 -0.04 0.07
H 11.019220 3.942454 -3.358107 0.02 0.10 -0.04
H 11.012869 5.253118 -2.163045 -0.02 0.03 -0.02
H 10.358275 3.662343 -1.753834 -0.04 0.07 0.06
H 9.200827 5.599262 -3.819741 -0.10 -0.13 -0.15
H 8.498070 5.286121 -2.241152 -0.09 -0.18 0.04
C -2.172838 -4.865753 10.484249 0.07 0.07 -0.29
C -1.489166 -3.736764 11.225435 -0.34 -0.39 0.34
O -0.487547 -3.108541 10.404530 0.22 0.10 0.01
C -0.931264 -2.209971 9.538848 -0.12 -0.26 0.36
O -2.065357 -1.877680 9.382046 -0.15 0.22 -0.23
C 0.251175 -1.606292 8.771547 0.73 0.25 -0.59
F 1.113896 -2.543610 8.364457 -0.07 -0.28 0.09
F 0.935780 -0.750807 9.540972 -0.15 0.04 0.28
F -0.143488 -0.945799 7.688453 -0.36 0.02 0.05
H -1.436679 -5.581298 10.117220 0.01 -0.04 0.10
H -2.870560 -5.382768 11.141754 0.01 0.01 0.04
H -2.723691 -4.492442 9.621619 -0.07 0.04 0.06
H -0.959332 -4.121444 12.094150 0.20 0.07 -0.09
H -2.204685 -2.995421 11.578194 0.03 0.12 -0.17
```
Forces are in eV/Å.

## Properties
- Strongest force on any atom: 2.47 eV Å⁻¹
- LUMO: 1.715 eV
- Net charge: -1
- Highest occupied orbital energy: -3.617 eV

Atomic charges from the Löwdin analysis, expressed in e, are listed below: number 1, C, carries -0.175; number 2, N, carries -0.201; number 3, C, carries -0.356; number 4, Ga, carries 0.407; number 5, O, carries -0.165; number 6, C, carries -0.645; number 7, N, carries 0.051; number 8, H, carries 0.066; number 9, H, carries 0.038; number 10, H, carries 0.065; number 11, H, carries 0.072; number 12, H, carries 0.029; number 13, H, carries 0.033; number 14, H, carries -0.069; number 15, H, carries -0.103; number 16, C, carries -0.053; number 17, C, carries -0.199; number 18, O, carries 0.026; number 19, C, carries -0.387; number 20, O, carries 0.176; number 21, C, carries -0.544; number 22, F, carries 0.155; number 23, F, carries 0.152; number 24, F, carries 0.196; number 25, H, carries 0.086; number 26, H, carries 0.052; number 27, H, carries 0.086; number 28, H, carries 0.124; number 29, H, carries 0.125; number 30, C, carries -0.052; number 31, C, carries -0.197; number 32, O, carries 0.037; number 33, C, carries -0.407; number 34, O, carries 0.176; number 35, C, carries -0.554; number 36, F, carries 0.175; number 37, F, carries 0.158; number 38, F, carries 0.176; number 39, H, carries 0.092; number 40, H, carries 0.084; number 41, H, carries 0.073; number 42, H, carries 0.117; number 43, H, carries 0.123; number 44, C, carries -0.058; number 45, C, carries -0.201; number 46, O, carries 0.024; number 47, C, carries -0.406; number 48, O, carries 0.166; number 49, C, carries -0.550; number 50, F, carries 0.158; number 51, F, carries 0.159; number 52, F, carries 0.178; number 53, H, carries 0.079; number 54, H, carries 0.083; number 55, H, carries 0.082; number 56, H, carries 0.120; number 57, H, carries 0.127; number 58, C, carries -0.061; number 59, C, carries -0.197; number 60, O, carries 0.036; number 61, C, carries -0.401; number 62, O, carries 0.171; number 63, C, carries -0.554; number 64, F, carries 0.170; number 65, F, carries 0.179; number 66, F, carries 0.164; number 67, H, carries 0.083; number 68, H, carries 0.082; number 69, H, carries 0.078; number 70, H, carries 0.125; number 71, H, carries 0.126; number 72, C, carries -0.058; number 73, C, carries -0.197; number 74, O, carries 0.035; number 75, C, carries -0.406; number 76, O, carries 0.176; number 77, C, carries -0.552; number 78, F, carries 0.164; number 79, F, carries 0.168; number 80, F, carries 0.172; number 81, H, carries 0.084; number 82, H, carries 0.083; number 83, H, carries 0.079; number 84, H, carries 0.124; number 85, H, carries 0.125

# 2
C35H51AsClN7O5S3SbSn | ωB97M-V/def2-TZVPD

XYZ file:
```
105
Properties=species:S:1:pos:R:3:forces:R:3
Sn 1.687204 -0.209058 1.241513 0.20 -0.29 0.31
C 4.188221 1.787418 3.287055 0.04 0.04 0.02
N 3.664080 0.446531 3.456240 0.01 -0.04 0.00
C 4.743032 -0.487354 3.721917 0.06 0.01 0.03
C 2.673799 0.387506 4.522843 0.00 0.02 0.05
C 1.456363 1.205120 4.183957 0.00 0.01 0.05
C 0.939895 2.112451 5.103893 0.00 -0.01 0.01
C -0.157711 2.900445 4.782411 0.00 -0.01 -0.02
C -0.723731 2.790585 3.520363 0.01 0.00 0.00
C -0.201215 1.878964 2.608232 0.00 0.01 0.04
C 0.880091 1.051612 2.921069 -0.10 0.09 -0.13
H 4.682322 2.149110 4.209052 0.00 -0.01 0.00
H 3.384214 2.478265 3.031423 0.02 -0.01 0.01
H 4.917008 1.790137 2.475404 -0.02 -0.01 0.02
H 5.293098 -0.211557 4.641557 -0.02 0.00 0.01
H 5.430326 -0.509474 2.877909 -0.01 0.00 0.02
H 4.329153 -1.487934 3.846607 0.01 0.01 0.01
H 3.105463 0.729705 5.483508 0.02 0.00 -0.03
H 2.393154 -0.662664 4.634441 0.00 0.00 0.01
H 1.412641 2.212033 6.076981 -0.01 0.00 0.01
H -0.552135 3.607249 5.503954 0.00 0.00 0.00
H -1.563426 3.417519 3.240680 0.00 0.01 0.01
H -0.647676 1.825648 1.618044 -0.02 -0.01 0.00
S 3.126866 -5.119676 0.071845 -0.02 -0.05 -0.07
Sb 3.793009 -3.388436 1.398181 0.07 0.03 0.06
S 1.895246 -2.458770 2.546808 -0.07 0.15 -0.05
S 4.911232 -1.651144 0.366423 0.03 -0.05 -0.08
N 2.774365 -1.380516 -2.236182 -0.08 -0.14 -0.20
C 1.426826 -1.325861 -2.347015 0.06 0.07 -0.06
N 0.961917 -0.592218 -3.445152 -0.08 0.25 0.27
O 0.662060 -1.866920 -1.560081 -0.03 0.07 -0.08
H 3.348494 -1.164460 -3.030014 0.03 0.06 0.05
H 3.203691 -1.895879 -1.478152 0.00 0.01 0.07
H 1.559527 0.193714 -3.672618 0.03 -0.11 -0.05
H 0.024055 -0.242573 -3.260133 -0.04 -0.16 -0.09
C 5.275127 3.464306 -0.272896 -0.02 -0.01 -0.06
As 3.486214 2.647892 -0.133260 0.01 0.03 0.05
C 3.269738 2.190694 -2.020719 -0.01 0.01 -0.02
C 2.414624 4.326220 -0.063090 -0.06 0.01 -0.09
C 2.624758 5.276202 -1.193979 -0.02 -0.04 0.03
C 3.607886 6.264219 -1.139569 0.00 0.03 -0.01
C 3.827246 7.118264 -2.212394 0.00 -0.01 0.03
C 3.062074 6.999014 -3.363327 -0.01 0.00 -0.02
C 2.074836 6.022458 -3.425064 -0.02 0.00 -0.03
C 1.853748 5.168982 -2.355095 0.04 0.01 0.03
H 5.331802 4.187218 -1.087872 0.01 0.01 0.01
H 5.999233 2.667163 -0.443925 0.00 -0.02 0.00
H 5.520325 3.955006 0.670462 0.02 0.02 0.00
H 3.593089 3.000657 -2.675379 0.00 -0.01 -0.01
H 2.216847 1.967585 -2.198134 0.00 0.03 0.04
H 3.858090 1.291119 -2.200852 0.01 0.00 0.00
H 2.659724 4.785675 0.896700 -0.01 0.00 0.01
H 1.380070 3.980834 -0.029713 0.01 0.00 0.01
H 4.207275 6.363931 -0.241088 0.00 0.00 0.00
H 4.597682 7.878037 -2.146817 0.00 0.00 0.00
H 3.230325 7.662175 -4.203583 0.00 0.00 0.00
H 1.466311 5.919745 -4.315774 0.00 0.00 0.00
H 1.079364 4.410820 -2.416195 -0.01 0.00 -0.01
O -1.539565 1.122595 -2.454237 0.13 -0.14 0.04
N -0.744276 2.071821 -2.221740 -0.25 0.25 -0.12
O -0.617049 2.977554 -3.058717 0.12 0.00 -0.04
O -0.101591 2.099618 -1.153888 -0.01 -0.13 0.02
C -6.718102 -1.329220 -0.543746 -0.02 0.00 0.01
C -5.835599 -1.985723 -1.616400 0.00 0.01 -0.02
C -6.550345 -3.267194 -2.068297 -0.01 0.00 -0.01
C -5.744516 -1.027533 -2.808777 -0.01 0.02 0.01
C -4.423849 -2.351016 -1.022086 0.02 0.03 -0.03
O -4.702306 -3.151920 0.118684 0.01 0.00 0.02
C -3.605419 -3.147408 -2.056913 0.00 -0.08 -0.01
C -2.161618 -3.578945 -1.758130 0.00 0.03 -0.02
C -1.910286 -4.498489 -0.583223 -0.06 0.02 0.00
C -0.755484 -4.339744 0.175873 0.04 -0.07 0.01
C -0.465184 -5.193760 1.234592 0.01 0.04 -0.03
C -1.349476 -6.211745 1.526310 -0.04 -0.03 0.01
Cl -1.019281 -7.295543 2.864290 0.00 0.00 0.00
C -2.503088 -6.407347 0.781780 0.04 0.01 0.03
C -2.771679 -5.549890 -0.271024 -0.01 0.05 -0.01
C -3.716478 -1.045894 -0.617763 0.00 0.02 -0.08
N -2.555192 -1.214078 0.234967 -0.04 0.01 -0.04
C -1.355302 -0.663879 0.076399 0.10 0.23 0.09
N -0.630725 -0.893489 1.156909 0.02 -0.16 -0.12
C -1.443866 -1.620287 1.958482 0.00 0.05 0.01
N -2.634134 -1.825663 1.447292 -0.02 -0.01 0.02
H -7.737207 -1.237290 -0.927581 0.00 0.00 0.00
H -6.387026 -0.323029 -0.284261 0.01 0.00 0.00
H -6.739210 -1.931626 0.362592 0.00 0.00 0.00
H -7.601697 -3.045665 -2.267776 0.00 0.00 -0.01
H -6.500436 -4.031263 -1.292111 -0.01 0.00 0.00
H -6.123423 -3.671935 -2.986492 0.00 0.00 0.01
H -6.752647 -0.821436 -3.178468 -0.01 -0.01 0.00
H -5.172294 -1.445709 -3.636827 0.00 0.00 0.00
H -5.298576 -0.069686 -2.536471 0.01 0.00 -0.01
H -3.993232 -3.037168 0.775153 -0.01 -0.02 -0.02
H -3.555165 -2.556583 -2.975569 -0.02 -0.01 0.00
H -4.188574 -4.037644 -2.298051 0.03 -0.02 0.03
H -1.492474 -2.723820 -1.681830 -0.01 0.04 0.01
H -1.826959 -4.101925 -2.661985 0.03 0.00 0.01
H -0.047259 -3.553747 -0.065304 -0.01 0.01 0.00
H 0.446670 -5.052981 1.799105 -0.01 -0.01 0.00
H -3.177912 -7.215516 1.030961 0.00 0.00 0.00
H -3.683002 -5.690176 -0.838972 -0.01 0.01 -0.01
H -4.409975 -0.396872 -0.085189 0.01 -0.02 0.01
H -3.360717 -0.514175 -1.500592 0.02 0.01 0.02
H -1.060614 -0.072356 -0.782375 -0.11 -0.13 0.06
H -1.141707 -1.999955 2.920006 0.02 -0.02 -0.01
```
Forces are in eV/Å.

## Properties
- Strongest force on any atom: 0.47 eV Å⁻¹
- LUMO (alpha / beta): 3.860 / 3.618 eV
- Net charge: -2
- ΔE to the lowest compared entry with this formula, charge and spin: 0.0 kJ/mol
- 2S+1: 2
- Highest occupied orbital energy (alpha / beta): -1.910 / -2.272 eV

Here are the Löwdin charges for atoms 1 to 99, given in e: number 1, Sn, carries 0.831; number 2, C, carries -0.130; number 3, N, carries -0.294; number 4, C, carries -0.159; number 5, C, carries -0.222; number 6, C, carries -0.273; number 7, C, carries -0.071; number 8, C, carries -0.119; number 9, C, carries -0.112; number 10, C, carries -0.146; number 11, C, carries -0.304; number 12, H, carries 0.085; number 13, H, carries 0.066; number 14, H, carries 0.063; number 15, H, carries 0.082; number 16, H, carries 0.025; number 17, H, carries 0.030; number 18, H, carries 0.116; number 19, H, carries 0.075; number 20, H, carries 0.096; number 21, H, carries 0.085; number 22, H, carries 0.089; number 23, H, carries 0.075; number 24, S, carries -0.305; number 25, Sb, carries 0.064; number 26, S, carries -0.146; number 27, S, carries -0.276; number 28, N, carries 0.158; number 29, C, carries -0.660; number 30, N, carries 0.149; number 31, O, carries -0.026; number 32, H, carries 0.094; number 33, H, carries -0.017; number 34, H, carries 0.073; number 35, H, carries 0.063; number 36, C, carries -0.335; number 37, As, carries 1.118; number 38, C, carries -0.317; number 39, C, carries -0.336; number 40, C, carries -0.307; number 41, C, carries -0.081; number 42, C, carries -0.113; number 43, C, carries -0.123; number 44, C, carries -0.088; number 45, C, carries -0.046; number 46, H, carries 0.006; number 47, H, carries 0.014; number 48, H, carries 0.010; number 49, H, carries 0.023; number 50, H, carries -0.004; number 51, H, carries 0.007; number 52, H, carries 0.066; number 53, H, carries 0.056; number 54, H, carries 0.103; number 55, H, carries 0.089; number 56, H, carries 0.086; number 57, H, carries 0.099; number 58, H, carries 0.086; number 59, O, carries -0.092; number 60, N, carries -0.601; number 61, O, carries -0.041; number 62, O, carries -0.069; number 63, C, carries -0.054; number 64, C, carries -0.519; number 65, C, carries -0.055; number 66, C, carries -0.045; number 67, C, carries -0.430; number 68, O, carries -0.022; number 69, C, carries -0.107; number 70, C, carries -0.117; number 71, C, carries -0.210; number 72, C, carries -0.031; number 73, C, carries -0.113; number 74, C, carries -0.661; number 75, Cl, carries 0.603; number 76, C, carries -0.122; number 77, C, carries -0.050; number 78, C, carries -0.031; number 79, N, carries -0.072; number 80, C, carries -0.135; number 81, N, carries -0.043; number 82, C, carries -0.193; number 83, N, carries 0.119; number 84, H, carries 0.077; number 85, H, carries 0.074; number 86, H, carries 0.086; number 87, H, carries 0.077; number 88, H, carries 0.089; number 89, H, carries 0.077; number 90, H, carries 0.083; number 91, H, carries 0.078; number 92, H, carries 0.085; number 93, H, carries 0.067; number 94, H, carries 0.115; number 95, H, carries 0.098; number 96, H, carries 0.083; number 97, H, carries 0.127; number 98, H, carries 0.091; number 99, H, carries 0.056